1.
The following is a DFT calculation (ωB97M-V/def2-TZVPD) of a cluster of 2 separate species, C2H5P in total.

Last columns: bonded neighbours and bond lengths (Å).
Cartesian coordinates (Å):
1 C -2.6629 -0.9694 0.0060  P2 1.546, H3 1.036
2 P -2.4820 0.5658 0.0297  C1 1.546
3 H -2.4744 -1.9529 -0.2600  C1 1.036
4 C 1.4961 0.5371 0.0116  H5 1.127, H6 1.052, H7 1.149, H8 0.997
5 H 1.3032 -0.1110 -0.8905  C4 1.127
6 H 2.0669 1.4077 -0.1394  C4 1.052
7 H 0.6137 0.5743 0.7467  C4 1.149
8 H 2.1393 -0.0517 0.4959  C4 0.997

Summary:
E = -420.45221 Eh
Frontier orbital gap = 10.577 eV
Structure (SMILES) = C#P.C
2S+1 = 1
Net charge = 0

2.
The following is a DFT calculation (ωB97M-V/def2-TZVPD) of a cluster of 2 separate species, C2H5P in total.

Last columns: bonded neighbours and bond lengths (Å).
Cartesian coordinates (Å):
1 C -1.5262 -1.3458 -0.3481  P2 1.591, H3 1.056
2 P -0.4605 -0.6306 -1.2881  C1 1.591
3 H -1.9831 -1.5507 0.5818  C1 1.056
4 C 0.2237 -0.5605 2.2780  H5 1.080, H6 1.165, H7 0.997, H8 1.092
5 H 1.1472 -0.0004 2.3054  C4 1.080
6 H 0.2357 -1.2198 3.2385  C4 1.165
7 H -0.4874 -0.0209 1.8339  C4 0.997
8 H 0.1922 -0.9630 1.2632  C4 1.092

Summary:
E = -420.41492 Eh
Frontier orbital gap = 9.932 eV
Structure (SMILES) = C#P.C
2S+1 = 1
Net charge = 0

These records have maximum force values of 4.38, 5.36 eV/A, in the order they appear.
These records have ΔE to the lowest compared entry with this formula, charge and spin values of 32.9, 56.3 kcal/mol, in the order they appear.